Entry 1:
This record from OMol25 describes a 2-piece molecular cluster, C8H16OS2 overall. The level of theory is ωB97M-V/def2-TZVPD.

The geometry in XYZ format:
```
27
Properties=species:S:1:pos:R:3:forces:R:3
C -1.21242 0.41810 0.05053 -0.992 0.734 0.604
O -0.16054 -0.25631 0.70896 -0.199 0.320 0.382
C -0.26627 -0.39350 2.10630 0.030 -0.008 0.253
C 1.11328 -0.89090 2.55564 0.085 0.030 -0.139
C -0.60513 0.92915 2.81050 0.003 0.104 0.016
C -1.26958 -1.45308 2.53114 -0.080 -0.124 -0.183
S -2.01689 -2.53336 1.60103 0.172 0.237 0.160
H -1.06774 0.23919 -1.01477 -1.084 0.315 1.421
H -1.17996 1.50033 0.23521 0.005 -0.083 0.150
H -2.19944 0.03436 0.33361 0.112 0.029 0.072
H 1.85845 -0.11908 2.33788 -0.113 -0.091 0.026
H 1.13535 -1.10990 3.62179 -0.033 0.000 0.055
H 1.37354 -1.79576 2.00139 -0.043 0.096 0.041
H -1.61874 1.27209 2.58141 0.141 -0.072 0.019
H 0.10503 1.70062 2.49136 -0.106 -0.135 0.044
H -0.52380 0.81726 3.89604 0.001 -0.021 -0.137
H -1.43814 -1.46712 3.61150 0.019 0.020 -0.054
C 1.84263 0.14013 -4.29004 -0.020 0.182 -0.037
C 0.99129 0.96668 -3.69454 0.058 -0.060 -0.058
C 0.18095 0.70291 -2.45317 0.512 -0.042 -0.635
S 0.28893 -0.95984 -1.73266 1.301 -1.427 -1.804
H 2.05085 -0.84989 -3.90409 -0.080 0.030 0.036
H 2.37773 0.44156 -5.18696 -0.107 0.009 0.142
H 0.82845 1.95876 -4.11803 0.045 -0.114 0.018
H -0.87165 0.94905 -2.63978 0.170 0.021 -0.114
H 0.50849 1.37658 -1.65270 0.008 -0.082 -0.121
H -0.22468 -1.61803 -2.78756 0.195 0.133 -0.160
```
Forces are in eV/Å.

The value obtained for the energy relative to the best compared isomer or geometry (same formula, charge and spin) is 68.5 kJ/mol. The calculation puts the LUMO energy at 0.0 eV. As for the spin multiplicity: 1. The HOMO energy comes out at -8.4 eV. The orbital gap comes out at 8.38 eV. As for the charge: 0.

Entry 2:
This record from OMol25 describes one molecule with the formula C4H8N2. The level of theory is ωB97M-V/def2-TZVPD.

The geometry in XYZ format:
```
14
Properties=species:S:1:pos:R:3:forces:R:3
C -2.49852 0.00251 -0.43448 1.909 0.728 -1.100
C -1.79139 -0.25243 0.83713 5.073 -1.655 -1.517
C -0.15837 -0.90218 0.28278 -4.357 1.117 1.816
N 0.92809 -0.20697 0.36695 -2.544 0.973 -0.854
C 2.13541 -0.71355 -0.18604 0.967 -2.456 -0.135
N 0.98465 1.16728 0.66512 -0.103 2.445 1.584
H -3.42090 -0.49070 -0.40685 -1.926 -0.102 0.136
H -2.57179 1.12705 -0.41137 -0.496 -0.796 0.052
H -2.04473 -0.28488 -1.42250 0.034 0.276 0.876
H 2.56673 -1.45746 0.51673 -0.007 0.519 -0.451
H 1.94972 -1.23277 -1.13289 -0.110 0.068 0.289
H 2.81385 0.06421 -0.38340 0.838 1.012 0.042
H 0.65059 1.32565 1.63677 0.298 -0.398 -0.986
H 0.45666 1.85422 0.07204 0.424 -1.730 0.246
```
Forces are in eV/Å.

The value obtained for the energy relative to the best compared isomer or geometry (same formula, charge and spin) is 748.5 kJ/mol. The calculation puts the LUMO energy (alpha / beta) at 0.1 / 0.1 eV. As for the spin multiplicity: 1. The HOMO energy (alpha / beta) comes out at -7.7 / -7.7 eV. The orbital gap (alpha / beta) comes out at 7.84 / 7.84 eV. As for the charge: 0.

Entry 3:
This record from OMol25 describes one molecule with the formula C14H16N2O2S3. The level of theory is ωB97M-V/def2-TZVPD.

The geometry in XYZ format:
```
37
Properties=species:S:1:pos:R:3:forces:R:3
C 4.84324 0.95061 0.88740 -0.461 -0.056 -0.374
S 3.79681 1.17156 -0.57989 0.166 0.083 0.061
C 2.58989 -0.10374 -0.44717 0.164 0.098 0.016
C 1.71656 -0.23875 -1.52917 0.153 -0.014 0.164
C 0.72309 -1.19447 -1.50130 -0.070 -0.001 -0.073
C 0.60682 -2.02150 -0.39918 -0.484 -0.454 -0.098
S -0.66389 -3.28093 -0.35475 -0.088 -0.193 0.546
O -1.37671 -3.25752 -1.59484 0.057 0.355 -0.040
O -0.08675 -4.51488 0.09125 0.159 0.115 0.210
N -1.70271 -2.82713 0.87421 0.573 -0.599 -0.573
C -2.17467 -1.46031 0.94113 -0.077 0.507 -0.094
C -2.88817 -1.09719 -0.35170 -0.145 0.594 0.225
S -3.85972 0.42258 -0.16162 -0.276 -0.201 -0.052
C -2.60972 1.65791 -0.17758 0.011 -0.061 0.002
C -2.99735 2.99829 -0.11338 0.094 -0.108 -0.002
C -2.00920 3.95964 -0.12865 0.057 -0.119 0.001
C -0.67905 3.55844 -0.20467 -0.044 0.016 0.005
C -0.40922 2.20401 -0.26255 0.244 0.331 -0.009
N -1.34730 1.26906 -0.24947 -0.147 -0.205 -0.071
C 1.47107 -1.90552 0.67068 0.025 -0.035 0.091
C 2.46486 -0.94266 0.65541 -0.073 -0.026 -0.021
H 4.27243 1.14829 1.78992 0.063 -0.019 0.115
H 5.63848 1.68312 0.78918 0.040 0.029 0.005
H 5.26348 -0.05054 0.89299 0.081 -0.039 0.091
H 1.83201 0.41331 -2.38144 -0.036 0.044 -0.141
H 0.04238 -1.32585 -2.32672 -0.070 0.051 -0.134
H -1.36242 -3.18707 1.75183 0.112 -0.160 0.101
H -1.35554 -0.74571 1.11189 -0.220 -0.121 0.017
H -2.87958 -1.39197 1.77574 0.114 -0.069 -0.106
H -2.18534 -0.94124 -1.16567 -0.087 -0.055 -0.017
H -3.59477 -1.87866 -0.62535 -0.020 0.039 -0.061
H -4.04419 3.24885 -0.05706 -0.122 0.096 -0.001
H -2.26552 5.00793 -0.08326 -0.028 0.074 0.002
H 0.12294 4.27871 -0.21920 0.089 0.051 0.003
H 0.60471 1.83255 -0.32238 0.140 0.102 0.010
H 1.37262 -2.58106 1.50644 0.046 -0.062 0.144
H 3.13042 -0.85814 1.49892 0.064 0.012 0.059
```
Forces are in eV/Å.

The value obtained for the energy relative to the best compared isomer or geometry (same formula, charge and spin) is 0.0 kJ/mol. The calculation puts the LUMO energy at 0.5 eV. As for the spin multiplicity: 1. The HOMO energy comes out at -8.4 eV. The orbital gap comes out at 8.92 eV. As for the charge: 0.

Entry 4:
This record from OMol25 describes one molecule with the formula C7H10O2. The level of theory is ωB97M-V/def2-TZVPD.

The geometry in XYZ format:
```
19
Properties=species:S:1:pos:R:3:forces:R:3
C 2.17352 0.08234 -0.41425 -0.074 -0.153 0.207
C 1.13359 -0.59512 0.06171 0.478 -0.039 -0.065
C 0.60100 -1.85093 -0.55818 -0.116 0.064 -0.074
C 0.52312 -0.13629 1.34808 0.250 -0.256 0.053
O 1.20329 0.11796 2.32359 -0.275 0.067 -0.268
C -0.94563 0.05234 1.43729 -0.338 1.677 -0.843
O -1.86667 -0.43470 0.50648 -0.842 -1.372 -0.476
C -1.67159 0.91668 0.31906 0.963 0.155 1.905
C -1.13052 1.39480 -0.99040 0.336 0.004 -0.090
H 2.57135 0.93556 0.11074 -0.022 0.167 0.088
H 2.68772 -0.22329 -1.31196 -0.017 -0.064 -0.182
H -0.47359 -1.77507 -0.72004 0.046 -0.125 -0.064
H 0.77463 -2.69348 0.11397 -0.024 -0.049 -0.011
H 1.10296 -2.05109 -1.50340 0.001 -0.035 -0.004
H -1.31651 0.11768 2.45782 0.018 0.159 -0.098
H -2.38586 1.58195 0.80017 -0.315 -0.196 -0.166
H -1.94959 1.74289 -1.62748 0.056 -0.056 0.124
H -0.43038 2.22079 -0.84607 -0.092 0.005 -0.028
H -0.60083 0.59697 -1.50713 -0.032 0.047 -0.008
```
Forces are in eV/Å.

The value obtained for the energy relative to the best compared isomer or geometry (same formula, charge and spin) is 182.7 kJ/mol. The calculation puts the LUMO energy at 0.7 eV. As for the spin multiplicity: 1. The HOMO energy comes out at -9.7 eV. The orbital gap comes out at 10.37 eV. As for the charge: 0.

Entry 5:
This record from OMol25 describes a 2-piece molecular cluster, C5H10N2O2 overall. The level of theory is ωB97M-V/def2-TZVPD.

The geometry in XYZ format:
```
19
Properties=species:S:1:pos:R:3:forces:R:3
C 2.14631 -1.22808 1.72536 0.019 0.070 0.221
C 1.35719 -0.19704 0.99071 0.136 -0.162 0.225
O 0.36839 0.35057 1.42081 0.121 -0.095 -0.055
C 1.92170 0.13239 -0.40242 -0.170 0.344 -0.482
N 1.06186 0.78367 -1.19464 -0.146 0.051 -0.049
O 3.05472 -0.17927 -0.71404 0.172 -0.175 0.190
H 1.96500 -2.19463 1.25538 0.031 -0.088 -0.058
H 1.85982 -1.27140 2.77228 -0.072 0.030 -0.008
H 3.20631 -1.01268 1.61016 0.037 -0.064 0.000
H 1.35721 1.02583 -2.12657 0.061 -0.060 0.076
H 0.11209 1.01534 -0.89581 0.147 0.043 -0.105
C -2.60981 -0.79008 -0.52228 -0.049 -0.084 -0.015
C -2.49398 0.44944 -0.97473 -0.036 -0.033 -0.139
N -1.65302 1.41184 -0.41894 -0.181 0.268 0.221
H -2.09995 -1.10833 0.37112 0.132 -0.047 0.217
H -3.20874 -1.51997 -1.03257 -0.155 -0.083 -0.161
H -3.00121 0.77148 -1.87472 -0.064 -0.019 -0.056
H -1.97302 2.36400 -0.52097 0.001 -0.062 0.055
H -1.37084 1.19691 0.53185 0.016 0.165 -0.078
```
Forces are in eV/Å.

The value obtained for the energy relative to the best compared isomer or geometry (same formula, charge and spin) is 109.6 kJ/mol. The calculation puts the LUMO energy at 0.4 eV. As for the spin multiplicity: 1. The HOMO energy comes out at -8.8 eV. The orbital gap comes out at 9.17 eV. As for the charge: 0.

Entry 6:
This record from OMol25 describes a 3-piece molecular cluster, C32H27BIO5 overall. The level of theory is ωB97M-V/def2-TZVPD.

The geometry in XYZ format:
```
66
Properties=species:S:1:pos:R:3:forces:R:3
O -0.94940 2.03531 -0.40404 -0.051 0.003 0.035
C -1.13942 0.71569 -0.94579 -0.010 -0.130 0.096
C -1.97432 -0.10625 0.04059 0.091 0.085 -0.108
C -1.12679 -1.06242 0.88426 0.021 0.104 0.130
C -0.39350 -2.17927 0.10193 0.018 -0.094 -0.063
B -1.05650 -2.60719 -1.31662 -0.328 0.218 0.195
I 0.52412 -3.86942 -2.48677 0.193 -0.224 -0.084
H -0.49338 2.56058 -1.06653 0.062 -0.009 -0.010
H -1.62556 0.77991 -1.92474 -0.030 0.007 0.059
H -0.16688 0.23221 -1.09452 -0.090 0.025 -0.026
H -2.49710 0.60423 0.69204 0.019 -0.013 -0.059
H -2.73647 -0.66603 -0.50616 0.076 -0.014 0.029
H -1.76485 -1.51064 1.65663 -0.051 0.005 -0.115
H -0.39196 -0.45167 1.42856 -0.054 -0.078 0.040
H 0.65559 -1.88993 -0.03748 -0.082 0.046 -0.059
H -0.35892 -3.06734 0.74494 0.133 0.078 -0.021
H -2.00614 -3.35531 -1.22588 0.012 0.026 -0.002
H -1.29284 -1.69599 -2.08248 0.115 -0.049 -0.041
C 1.65535 0.53740 -3.56313 0.020 0.001 0.040
C 0.94694 -0.42605 -4.27278 -0.024 0.038 -0.006
C 0.45221 -0.12448 -5.53224 0.005 -0.012 0.040
C 0.65598 1.13598 -6.08253 0.013 0.009 -0.015
C 1.36563 2.10470 -5.36254 -0.013 0.009 -0.007
C 1.86515 1.79570 -4.10223 0.001 -0.024 0.029
C 1.59805 3.46340 -5.91266 -0.011 -0.009 -0.015
O 2.22704 4.30642 -5.30542 0.003 0.008 0.011
C 1.02355 3.77242 -7.25855 0.012 -0.018 0.007
C 1.19930 5.04498 -7.79013 -0.006 0.029 -0.043
C 0.67914 5.35280 -9.03517 0.003 -0.004 0.015
C -0.01813 4.38952 -9.75725 0.000 -0.015 0.007
C -0.19399 3.12087 -9.23263 -0.005 0.036 -0.036
C 0.32508 2.80756 -7.98170 -0.003 -0.008 0.021
C 0.11826 1.42849 -7.43697 0.005 0.020 0.009
O -0.46906 0.59397 -8.09228 -0.010 -0.014 -0.005
H 2.04229 0.29470 -2.58082 -0.018 -0.003 -0.016
H 0.78598 -1.40516 -3.83701 -0.032 -0.028 -0.001
H -0.09955 -0.86248 -6.09830 -0.004 0.013 -0.012
H 2.41487 2.55405 -3.56111 -0.001 0.015 -0.011
H 1.74662 5.77701 -7.21210 0.002 -0.014 0.020
H 0.81509 6.34491 -9.44643 0.000 -0.001 -0.004
H -0.42419 4.63140 -10.73115 -0.001 0.004 0.000
H -0.73218 2.35621 -9.77598 0.003 -0.017 0.016
C -2.93030 0.56493 6.74394 0.011 -0.006 0.009
C -2.66521 0.34433 5.39635 0.012 0.006 -0.017
C -1.64594 -0.51269 5.01733 -0.028 0.013 -0.031
C -0.88592 -1.15175 5.99003 -0.002 -0.001 0.027
C -1.14660 -0.92713 7.34296 0.020 -0.004 0.010
C -2.17373 -0.06737 7.71553 -0.035 0.026 -0.016
C -0.33815 -1.58847 8.40586 0.000 0.004 -0.022
O -0.57168 -1.40611 9.58295 0.002 0.003 0.015
C 0.77554 -2.48242 7.97225 -0.021 0.000 -0.006
C 1.56493 -3.09344 8.94028 0.036 -0.035 0.006
C 2.59939 -3.93066 8.56013 -0.011 0.013 0.004
C 2.84986 -4.16478 7.21175 -0.010 0.006 -0.011
C 2.06645 -3.56082 6.24350 0.037 -0.030 0.019
C 1.02858 -2.71713 6.62085 -0.010 0.011 -0.006
C 0.19861 -2.07833 5.55571 -0.051 0.026 0.018
O 0.39550 -2.30542 4.38542 0.078 -0.037 -0.038
H -3.72929 1.23470 7.03482 0.000 0.002 -0.003
H -3.25328 0.84419 4.63783 -0.004 -0.004 -0.001
H -1.42563 -0.69824 3.97351 0.011 -0.011 0.003
H -2.36253 0.09358 8.76811 0.015 -0.014 0.007
H 1.35138 -2.90165 9.98292 -0.016 0.016 -0.004
H 3.21396 -4.40464 9.31461 0.001 -0.003 -0.002
H 3.65791 -4.82165 6.91703 0.003 0.000 0.003
H 2.24096 -3.72983 5.18945 -0.019 0.014 -0.007
```
Forces are in eV/Å.

The calculation puts the LUMO energy at 0.6 eV. As for the spin multiplicity: 1. The HOMO energy comes out at -4.7 eV. The orbital gap comes out at 5.37 eV. As for the charge: -1.

Entry 7:
This record from OMol25 describes a 2-piece molecular cluster, C2H6Cl2OSi overall. The level of theory is ωB97M-V/def2-TZVPD.

The geometry in XYZ format:
```
12
Properties=species:S:1:pos:R:3:forces:R:3
C -1.40737 -2.54182 -0.40890 0.125 -0.373 0.240
C 3.09889 2.61486 0.30535 -0.036 -0.063 -0.114
O -1.54818 -1.18082 -0.70553 -0.111 0.457 -0.302
Si -1.22208 0.23521 0.00853 0.660 -0.644 -0.215
Cl -1.75920 0.21227 1.97211 -0.211 -0.004 0.514
Cl -2.31454 1.53835 -1.06399 -0.449 0.697 -0.310
H -2.31349 -2.90372 0.07910 0.030 -0.049 -0.007
H -0.55408 -2.72504 0.24773 -0.009 -0.049 -0.023
H -1.26171 -3.07660 -1.34830 -0.006 -0.020 0.105
H 2.38833 3.40418 0.41163 -0.247 0.291 0.046
H 3.62395 2.24670 1.15750 0.202 -0.131 0.342
H 3.26948 2.17643 -0.65522 0.053 -0.113 -0.277
```
Forces are in eV/Å.

The value obtained for the energy relative to the best compared isomer or geometry (same formula, charge and spin) is 403.8 kJ/mol. The calculation puts the LUMO energy (alpha / beta) at -1.2 / 0.1 eV. As for the spin multiplicity: 1. The HOMO energy (alpha / beta) comes out at -8.9 / -8.2 eV. The orbital gap (alpha / beta) comes out at 7.67 / 8.29 eV. As for the charge: 0.

Entry 8:
This record from OMol25 describes one molecule with the formula C4H9N. The level of theory is ωB97M-V/def2-TZVPD.

The geometry in XYZ format:
```
14
Properties=species:S:1:pos:R:3:forces:R:3
C -1.20391 1.11178 1.14504 -0.992 1.172 0.466
C -0.02471 0.89092 0.28142 1.261 -1.676 -0.375
C 0.31670 -0.31365 -0.22659 -1.975 1.468 -0.227
C 1.53231 -0.50382 -1.07336 0.797 -1.128 1.297
N -0.57001 -1.41570 -0.09897 2.049 0.679 -0.008
H -2.08159 1.57876 0.66098 0.328 -0.197 -0.321
H -1.62692 0.25616 1.68000 0.497 -0.244 -0.178
H -0.96057 1.84941 1.90598 0.111 0.017 0.286
H 0.77926 1.60382 0.14141 -0.484 0.581 0.252
H 2.38966 -0.00414 -0.61980 -0.094 0.218 -0.036
H 1.52357 -0.22539 -2.12568 -0.549 -0.204 0.022
H 1.75024 -1.57019 -0.90781 0.382 0.070 -0.779
H -1.52042 -1.13357 -0.00684 -0.550 -0.358 -0.266
H -0.30361 -2.12438 -0.75578 -0.782 -0.398 -0.132
```
Forces are in eV/Å.

The value obtained for the energy relative to the best compared isomer or geometry (same formula, charge and spin) is 47.3 kJ/mol. The calculation puts the LUMO energy at 1.1 eV. As for the spin multiplicity: 1. The HOMO energy comes out at -7.8 eV. The orbital gap comes out at 8.91 eV. As for the charge: 0.